53
Properties=species:S:1:pos:R:3 method="wB97M-V/def2-TZVPD" largest_force_ha_per_bohr=0.0242 homo_lumo_gap_ev="5.296 / 3.870" e_lumo_ev="-7.87 / -9.29" e_above_lowest_kcal_mol=38.9 homo_energy_ev="-13.1642 / -13.1635" total_energy_ha=-1853.5435 total_charge=+2 multiplicity=2
Ir -0.593 0.136 -0.159
C 0.891 -1.689 -3.605
C 1.293 -0.817 -2.464
C 2.398 -1.170 -1.656
C 2.646 -0.486 -0.497
C 3.745 -0.875 0.442
C 1.834 0.664 -0.181
C 1.127 1.288 -1.218
C 1.014 2.774 -1.317
C 0.667 0.424 -2.255
H 1.692 -1.694 -4.349
H -0.021 -1.342 -4.085
H 0.758 -2.722 -3.279
H 2.989 -2.040 -1.918
H 4.712 -0.674 -0.024
H 3.725 -1.941 0.671
H 3.698 -0.318 1.376
H 2.105 1.254 0.687
H 1.931 3.100 -1.820
H 0.995 3.259 -0.342
H 0.168 3.098 -1.912
H 0.005 0.809 -3.023
I -3.148 -0.254 -0.377
C -2.980 -1.964 0.773
C -4.126 -2.565 1.274
C -4.015 -3.740 1.999
C -2.764 -4.309 2.168
C -1.615 -3.704 1.635
C -0.380 -4.369 1.758
C 0.760 -3.822 1.175
C 0.691 -2.600 0.549
C -0.475 -1.797 0.438
C -1.686 -2.458 0.940
H -5.099 -2.122 1.105
H -4.897 -4.210 2.411
H -2.661 -5.241 2.709
H -0.337 -5.318 2.278
H 1.701 -4.352 1.231
H 1.602 -2.217 0.139
I -3.162 7.521 3.830
C -2.573 5.787 2.853
C -2.527 5.764 1.461
C -2.136 4.610 0.812
C -1.787 3.480 1.556
C -1.833 3.508 2.951
C -2.227 4.662 3.598
C -1.373 2.279 0.862
O -1.402 2.139 -0.411
O -0.943 1.237 1.502
H -2.795 6.644 0.893
H -2.098 4.578 -0.269
H -1.563 2.629 3.522
H -2.267 4.694 4.678

58
Properties=species:S:1:pos:R:3 method="wB97M-V/def2-TZVPD" largest_force_ha_per_bohr=0.0416 homo_lumo_gap_ev="5.413 / 5.651" e_lumo_ev="-8.86 / -11.58" homo_energy_ev="-14.2704 / -17.2316" total_energy_ha=-1620.5867 total_charge=+3 multiplicity=5
Ir 0.099 -1.170 -0.625
C -4.260 -1.217 -0.406
C -2.942 -1.638 -0.481
N -1.940 -0.763 -0.557
C -2.234 0.575 -0.533
C -3.588 0.960 -0.470
N -4.535 0.076 -0.413
C -1.102 1.474 -0.556
C -1.134 2.858 -0.472
C 0.056 3.611 -0.461
C 1.258 2.876 -0.492
C 1.246 1.494 -0.585
N 0.077 0.805 -0.648
C 2.393 0.616 -0.618
C 3.736 1.012 -0.470
N 4.693 0.136 -0.445
C 4.445 -1.148 -0.619
C 3.140 -1.575 -0.817
N 2.121 -0.717 -0.769
C 0.049 5.086 -0.428
C -1.154 5.814 -0.427
C -1.110 7.205 -0.438
N 0.043 7.797 -0.445
C 1.199 7.210 -0.437
C 1.248 5.820 -0.426
H -5.086 -1.909 -0.356
H -2.708 -2.692 -0.477
H -3.877 2.001 -0.467
H -2.097 3.330 -0.400
H 2.214 3.364 -0.441
H 4.006 2.051 -0.352
H 5.279 -1.833 -0.602
H 2.935 -2.615 -1.020
H -2.132 5.362 -0.427
H -2.003 7.818 -0.445
H 2.089 7.828 -0.443
H 2.229 5.374 -0.424
C -1.450 -1.509 3.538
C -0.421 -1.835 2.503
O -0.052 -0.956 1.706
N 0.067 -3.077 2.474
C 1.133 -3.492 1.576
C 0.602 -4.085 0.286
C 0.651 -5.459 0.080
C 0.117 -6.005 -1.076
C -0.479 -5.155 -1.996
C -0.458 -3.797 -1.745
N 0.081 -3.258 -0.640
H -1.455 -0.435 3.713
H -1.266 -2.024 4.475
H -2.439 -1.790 3.175
H -0.256 -3.750 3.158
H 1.745 -4.233 2.093
H 1.754 -2.610 1.376
H 1.112 -6.096 0.818
H 0.170 -7.066 -1.257
H -0.931 -5.532 -2.898
H -0.878 -3.108 -2.468

58
Properties=species:S:1:pos:R:3 method="wB97M-V/def2-TZVPD" smiles="CC(=O)Nc1ccc(NC(=O)[C@@H](OC(=O)c2ccccc2)[C@H](OC(=O)c2ccccc2)C(=O)O)cc1" largest_force_ha_per_bohr=0.0134 homo_lumo_gap_ev=8.241 e_lumo_ev=0.08 e_above_lowest_kcal_mol=2.5 homo_energy_ev=-8.1577 total_energy_ha=-1715.5212 total_charge=0 multiplicity=1
C -2.340 -7.529 -5.030
C -2.165 -6.034 -4.849
O -2.138 -5.252 -5.769
N -2.042 -5.688 -3.531
C -1.864 -4.424 -2.964
C -1.740 -4.344 -1.577
C -1.560 -3.125 -0.959
C -1.501 -1.955 -1.713
N -1.314 -0.748 -1.027
C -1.187 0.499 -1.522
O -1.224 0.821 -2.689
C -0.996 1.569 -0.428
O -0.583 0.975 0.790
C -1.136 1.439 1.945
O -2.125 2.118 1.972
C -0.375 0.980 3.127
C -0.710 1.518 4.367
C 0.012 1.166 5.491
C 1.069 0.275 5.385
C 1.401 -0.268 4.154
C 0.685 0.082 3.024
C 0.065 2.592 -0.907
O 1.349 2.199 -0.449
C 1.619 2.538 0.822
O 0.886 3.240 1.482
C 2.869 1.940 1.329
C 3.660 1.110 0.540
C 4.801 0.541 1.075
C 5.155 0.795 2.391
C 4.370 1.622 3.178
C 3.229 2.195 2.651
C -0.196 4.053 -0.509
O 0.609 4.922 -0.700
O -1.427 4.262 -0.061
C -1.627 -2.031 -3.096
C -1.807 -3.253 -3.715
H -1.478 -8.060 -4.631
H -2.435 -7.749 -6.089
H -3.234 -7.869 -4.512
H -2.078 -6.444 -2.861
H -1.785 -5.244 -0.980
H -1.465 -3.078 0.117
H -1.223 -0.836 -0.022
H -1.953 2.088 -0.276
H -1.530 2.217 4.422
H -0.244 1.589 6.451
H 1.636 0.004 6.263
H 2.226 -0.959 4.072
H 0.950 -0.334 2.064
H 0.105 2.551 -2.004
H 3.374 0.919 -0.483
H 5.417 -0.102 0.465
H 6.048 0.346 2.803
H 4.649 1.819 4.203
H 2.599 2.841 3.244
H -1.540 5.190 0.202
H -1.584 -1.131 -3.685
H -1.902 -3.305 -4.787

55
Properties=species:S:1:pos:R:3 method="wB97M-V/def2-TZVPD" smiles="COc1ccc([C@@H]2CC(c3ccc4ccccc4c3)=NN2C(=O)CSc2ncccn2)cc1" largest_force_ha_per_bohr=0.0229 homo_lumo_gap_ev=8.004 e_lumo_ev=0.07 e_above_lowest_kcal_mol=0.0 homo_energy_ev=-7.9305 total_energy_ha=-1771.6776 total_charge=0 multiplicity=1
C -4.972 1.262 2.294
O -4.076 2.346 2.217
C -2.908 2.169 1.540
C -2.075 3.285 1.451
C -0.867 3.208 0.791
C -0.461 2.018 0.199
C 0.906 1.880 -0.420
C 0.936 1.095 -1.737
C 1.519 -0.233 -1.291
C 1.651 -1.398 -2.134
C 2.131 -2.607 -1.572
C 2.275 -3.721 -2.342
C 1.950 -3.703 -3.717
C 2.092 -4.838 -4.539
C 1.768 -4.785 -5.866
C 1.287 -3.594 -6.432
C 1.137 -2.476 -5.662
C 1.463 -2.497 -4.288
C 1.322 -1.359 -3.473
N 1.904 -0.219 -0.066
N 1.678 0.990 0.475
C 1.925 1.314 1.771
O 1.831 2.457 2.164
C 2.234 0.131 2.658
S 0.638 -0.729 2.926
C -0.202 0.487 3.861
N 0.533 1.435 4.419
C -0.111 2.384 5.068
C -1.493 2.377 5.200
C -2.151 1.292 4.638
N -1.518 0.351 3.959
C -1.287 0.906 0.303
C -2.503 0.975 0.955
H -5.817 1.620 2.881
H -4.520 0.399 2.792
H -5.323 0.964 1.301
H -2.393 4.202 1.920
H -0.224 4.073 0.748
H 1.404 2.851 -0.476
H -0.060 0.981 -2.165
H 1.585 1.562 -2.481
H 2.373 -2.613 -0.521
H 2.640 -4.641 -1.910
H 2.462 -5.753 -4.099
H 1.881 -5.660 -6.490
H 1.036 -3.571 -7.482
H 0.767 -1.556 -6.093
H 0.954 -0.449 -3.923
H 2.880 -0.593 2.169
H 2.619 0.460 3.620
H 0.510 3.158 5.499
H -2.023 3.155 5.722
H -3.222 1.167 4.732
H -0.978 -0.042 -0.113
H -3.109 0.086 1.020

56
Properties=species:S:1:pos:R:3 method="wB97M-V/def2-TZVPD" largest_force_ha_per_bohr=0.0465 homo_lumo_gap_ev="8.792 / 7.072" e_lumo_ev="-6.06 / -7.77" e_above_lowest_kcal_mol=17.0 homo_energy_ev="-14.8524 / -14.8411" total_energy_ha=-2488.7441 total_charge=+2 multiplicity=3
W -0.476 0.025 -1.800
C 0.897 -1.840 -2.097
C 1.439 -0.807 -2.925
C 0.447 -0.467 -3.879
C -0.697 -1.314 -3.659
C -0.414 -2.165 -2.562
H 1.471 -2.442 -1.400
H 2.483 -0.521 -2.962
H 0.607 0.142 -4.762
H -1.530 -1.432 -4.342
H -0.994 -3.033 -2.267
O -2.250 0.349 -0.695
S -1.920 1.746 -0.214
O -2.851 2.731 -0.626
O -0.532 1.925 -0.787
C -1.741 1.501 1.522
C -2.503 2.152 2.469
C -2.418 1.744 3.794
C -1.605 0.677 4.138
C -0.842 0.031 3.176
C -0.890 0.448 1.846
P 0.242 -0.256 0.576
C 1.771 0.658 0.938
C 2.273 0.767 2.234
C 3.446 1.465 2.460
C 4.122 2.058 1.404
C 3.615 1.970 0.116
C 2.442 1.273 -0.118
C 0.421 -1.973 1.132
C 1.578 -2.514 1.676
C 1.604 -3.855 2.029
C 0.487 -4.652 1.834
C -0.662 -4.118 1.263
C -0.695 -2.784 0.907
H -3.150 2.958 2.167
H -3.007 2.239 4.548
H -1.563 0.345 5.166
H -0.234 -0.816 3.454
H 1.750 0.320 3.066
H 3.831 1.555 3.464
H 5.040 2.597 1.581
H 4.137 2.446 -0.700
H 2.010 1.214 -1.123
H 2.449 -1.893 1.824
H 2.499 -4.275 2.455
H 0.517 -5.695 2.110
H -1.521 -4.749 1.095
H -1.587 -2.344 0.463
S -3.712 2.642 -3.791
C -2.175 3.386 -3.888
C -1.208 2.537 -3.458
N -1.670 1.315 -3.067
C -2.979 1.239 -3.197
H -2.061 4.388 -4.251
H -0.149 2.744 -3.405
H -3.546 0.360 -2.931

56
Properties=species:S:1:pos:R:3 method="wB97M-V/def2-TZVPD" largest_force_ha_per_bohr=0.0107 homo_lumo_gap_ev=7.478 e_lumo_ev=0.12 e_above_lowest_kcal_mol=12.4 homo_energy_ev=-7.3625 total_energy_ha=-2590.1805 total_charge=0 multiplicity=1
Al 0.693 -0.879 -1.727
N -1.435 -0.028 -2.448
C -1.929 1.175 -1.820
C -2.845 2.003 -2.461
C -3.322 3.135 -1.821
C -2.905 3.439 -0.529
C -1.987 2.621 0.104
C -1.475 1.494 -0.539
P -0.183 0.431 0.184
C -0.912 -0.338 1.655
C -1.383 -1.645 1.534
C -1.984 -2.271 2.620
C -2.107 -1.597 3.827
C -1.621 -0.300 3.955
C -1.021 0.329 2.874
C 1.110 1.549 0.786
C 2.004 1.062 1.742
C 3.091 1.828 2.132
C 3.302 3.078 1.561
C 2.429 3.557 0.596
C 1.336 2.794 0.207
H -1.983 -0.837 -2.169
H -1.481 0.036 -3.458
H -3.190 1.751 -3.459
H -4.033 3.777 -2.328
H -3.287 4.319 -0.026
H -1.639 2.871 1.100
H -1.266 -2.181 0.597
H -2.340 -3.290 2.522
H -2.568 -2.087 4.676
H -1.703 0.220 4.903
H -0.618 1.329 2.988
H 1.857 0.075 2.168
H 3.782 1.443 2.872
H 4.158 3.671 1.858
H 2.606 4.518 0.130
H 0.674 3.167 -0.565
S 2.479 -1.836 -0.761
C 1.682 -3.326 -0.240
C 2.287 -4.106 0.753
C 1.714 -5.289 1.193
C 0.511 -5.720 0.644
C -0.103 -4.959 -0.337
C 0.468 -3.767 -0.788
S -0.402 -2.838 -2.025
H 3.224 -3.763 1.178
H 2.205 -5.873 1.961
H 0.053 -6.644 0.978
H -1.043 -5.285 -0.771
C 0.958 2.140 -4.220
C 1.811 1.597 -3.098
O 2.776 2.176 -2.668
O 1.337 0.478 -2.573
H 1.400 3.047 -4.623
H -0.045 2.358 -3.838
H 0.862 1.390 -5.008

66
Properties=species:S:1:pos:R:3 method="wB97M-V/def2-TZVPD" largest_force_ha_per_bohr=0.0302 homo_lumo_gap_ev="4.501 / 6.283" e_lumo_ev="4.29 / 4.29" e_above_lowest_kcal_mol=41.9 homo_energy_ev="-0.2092 / -1.9912" total_energy_ha=-4490.4273 total_charge=-2 multiplicity=8
Tb 0.336 -0.185 0.345
C -0.574 -3.078 -3.031
C -0.090 -2.927 -1.727
N 0.660 -1.835 -1.634
N 0.668 -1.261 -2.851
C -0.060 -1.992 -3.710
B 1.514 -0.010 -3.174
N 0.746 1.298 -2.849
C 0.394 2.256 -3.724
C -0.157 3.306 -3.017
C -0.088 2.886 -1.682
N 0.464 1.684 -1.594
N 2.787 -0.007 -2.324
C 4.064 -0.009 -2.746
C 4.879 0.179 -1.651
C 3.987 0.285 -0.576
N 2.735 0.179 -0.992
H -1.215 -3.854 -3.411
H -0.249 -3.551 -0.860
H -0.174 -1.690 -4.738
H 1.791 -0.010 -4.345
H 0.548 2.128 -4.783
H -0.546 4.233 -3.403
H -0.418 3.413 -0.800
H 4.305 -0.134 -3.789
H 5.954 0.210 -1.623
H 4.209 0.437 0.468
O -0.538 1.490 1.739
N -0.247 2.761 1.787
C -1.256 3.650 1.801
C -1.027 5.000 1.879
C 0.294 5.453 1.938
C 1.320 4.537 1.912
C 1.076 3.152 1.829
S 2.274 1.967 1.760
H -2.239 3.207 1.734
H -1.864 5.684 1.886
H 0.508 6.513 1.996
H 2.354 4.847 1.937
C -0.611 -3.172 5.466
C 0.113 -2.071 5.023
C -0.173 -1.481 3.808
C -1.184 -1.994 2.973
C -1.934 -3.091 3.447
C -1.640 -3.666 4.668
N -1.363 -1.406 1.739
N -2.501 -1.755 1.137
C -2.764 -1.186 -0.081
C -4.024 -1.535 -0.618
C -4.443 -1.031 -1.833
C -3.606 -0.165 -2.532
C -2.361 0.167 -1.996
C -1.870 -0.305 -0.778
H -0.369 -3.645 6.411
H 0.916 -1.677 5.635
H 0.372 -0.601 3.478
H -2.722 -3.473 2.816
H -2.210 -4.525 5.007
H -4.653 -2.208 -0.045
H -5.415 -1.303 -2.234
H -3.917 0.245 -3.489
H -1.751 0.846 -2.592
Cl 3.593 -2.032 3.163
Si 2.265 -2.143 1.470
Cl 1.394 -4.076 1.924
Cl 3.738 -2.929 0.055

61
Properties=species:S:1:pos:R:3 method="wB97M-V/def2-TZVPD" largest_force_ha_per_bohr=0.0058 homo_lumo_gap_ev=7.988 e_lumo_ev=-3.07 e_above_lowest_kcal_mol=0.0 homo_energy_ev=-11.0535 total_energy_ha=-1683.1766 total_charge=+1 multiplicity=1
Be -0.190 -0.618 -0.050
N 0.299 -2.501 3.500
C -0.034 -2.250 2.232
N 0.242 -1.150 1.616
C 0.890 -0.113 2.290
N 1.085 1.003 1.689
N 0.606 0.945 0.388
C 0.675 2.034 -0.266
C 0.186 2.094 -1.647
C 0.081 3.308 -2.306
C -0.431 3.314 -3.596
C -0.809 2.112 -4.165
C -0.664 0.944 -3.422
N -0.175 0.928 -2.192
C 1.305 -0.334 3.669
C 1.995 0.626 4.412
C 2.351 0.365 5.717
C 2.025 -0.861 6.300
C 1.346 -1.823 5.581
C 0.989 -1.554 4.264
H 0.045 -3.381 3.919
H -0.571 -3.028 1.701
H 1.079 2.922 0.210
H 0.379 4.224 -1.815
H -0.537 4.242 -4.141
H -1.218 2.069 -5.165
H -0.971 -0.013 -3.828
H 2.237 1.567 3.938
H 2.885 1.109 6.291
H 2.305 -1.063 7.325
H 1.093 -2.775 6.030
O -2.978 -0.565 -1.833
C -2.561 0.085 -0.879
O -1.745 -0.403 0.008
C -2.968 1.511 -0.688
C -3.654 2.163 -1.708
C -3.967 3.507 -1.584
C -3.604 4.201 -0.437
C -2.933 3.549 0.590
C -2.612 2.207 0.464
H -3.929 1.603 -2.591
H -4.498 4.016 -2.378
H -3.854 5.249 -0.339
H -2.666 4.087 1.490
H -2.091 1.685 1.256
C 4.108 -2.683 -1.569
N 2.657 -2.747 -1.708
C 2.049 -3.662 -2.495
C 0.710 -3.717 -2.610
C -0.070 -2.753 -1.894
N 0.533 -1.855 -1.091
C 1.908 -1.838 -0.963
O 2.478 -1.060 -0.221
N -1.387 -2.761 -2.013
H 4.551 -3.415 -2.240
H 4.398 -2.897 -0.542
H 4.461 -1.687 -1.823
H 2.703 -4.340 -3.027
H 0.232 -4.443 -3.248
H -1.784 -3.416 -2.667
H -1.990 -1.962 -1.738